The following is a DFT calculation (the ωB97M-V functional and the def2-TZVPD basis) of C25H30Cl2FHfN3OS as an isolated structure.

Geometry (Å):
Hf  -0.106  -0.743  -0.083
Cl  0.394  -1.613  5.252
Cl  0.155  -2.073  2.378
S  2.275  0.402  1.277
F  -4.983  -0.570  4.390
O  0.161  -3.109  -0.236
N  4.417  -0.935  0.532
N  3.434  0.305  -1.116
N  -0.204  1.296  -0.772
C  -1.652  3.238  -0.408
C  -2.344  -1.248  -0.540
C  -3.104  -2.105  1.705
C  -4.422  0.269  2.256
C  -0.921  2.142  0.076
C  -4.376  -0.745  3.190
C  -0.034  -0.894  3.705
C  0.558  1.818  -1.808
C  0.995  -2.156  -1.020
C  0.788  1.036  -2.952
C  -3.790  0.084  1.036
C  2.294  2.697  -3.844
C  -1.816  2.610  2.287
C  2.056  3.488  -2.725
C  1.654  1.469  -3.947
C  1.208  3.061  -1.718
C  -3.107  -1.100  0.727
C  -0.590  -4.006  -1.046
C  -2.531  3.686  1.795
C  1.781  -2.845  -2.089
C  3.439  -0.114  0.145
C  5.487  -1.404  -0.323
C  -2.437  3.995  0.440
C  -3.730  -1.938  2.932
C  -1.012  1.857  1.441
H  -1.080  -0.601  3.723
H  4.353  -1.258  1.481
H  0.069  -4.765  -1.470
H  1.058  3.671  -0.837
H  -1.330  -4.496  -0.412
H  -2.440  -2.263  -0.918
H  -3.811  0.886  0.306
H  5.107  -2.045  -1.123
H  4.076  -0.051  -1.802
H  2.720  0.949  -1.425
H  -2.722  -0.556  -1.298
H  1.813  0.845  -4.817
H  -1.606  3.473  -1.464
H  6.181  -1.986  0.277
H  2.550  4.447  -2.629
H  -1.873  2.353  3.338
H  -1.091  -3.475  -1.859
H  2.543  -2.162  -2.473
H  1.179  -3.160  -2.948
H  0.643  -0.070  3.506
H  -2.596  -3.040  1.498
H  -3.152  4.281  2.452
H  -0.429  1.051  1.884
H  2.298  -3.732  -1.701
H  -4.943  1.189  2.488
H  -2.995  4.832  0.039
H  2.958  3.038  -4.627
H  6.035  -0.566  -0.759
H  0.279  0.083  -3.043
H  -3.728  -2.721  3.680

Force components x, y, z for each atom (eV/Å):
0.23 -0.41 0.11
-0.02 -0.01 -0.02
-0.02 0.03 0.02
-0.28 0.14 0.05
0.00 0.00 -0.01
0.06 -0.01 -0.28
0.03 0.03 -0.01
0.08 0.12 -0.05
-0.01 -0.44 -0.06
-0.01 -0.03 0.03
0.23 0.06 0.22
-0.06 0.04 -0.03
-0.02 0.00 0.00
-0.13 0.15 -0.03
0.00 -0.01 0.00
-0.06 -0.06 0.04
0.08 0.09 -0.10
-0.38 0.26 -0.36
-0.02 0.07 0.00
0.02 -0.04 0.07
0.02 0.03 0.00
-0.02 0.03 -0.04
0.03 0.00 -0.03
-0.03 -0.03 0.02
0.01 -0.10 0.01
0.00 0.18 0.12
-0.04 -0.07 0.16
0.00 -0.01 0.02
0.29 0.15 0.18
0.01 -0.26 0.04
-0.04 -0.03 -0.02
0.00 0.00 -0.01
0.00 -0.02 0.03
-0.02 0.05 0.13
0.01 0.03 0.00
-0.02 -0.01 0.00
0.00 -0.01 0.02
0.00 0.00 0.00
-0.01 0.02 0.00
-0.01 -0.01 -0.06
0.00 0.00 0.00
0.00 0.00 0.00
-0.01 -0.01 0.00
-0.02 0.01 0.01
0.05 0.00 -0.02
0.00 0.00 0.00
0.00 0.00 0.00
0.00 0.00 0.00
0.00 0.00 0.00
0.00 0.00 0.00
0.00 0.02 -0.02
-0.02 0.02 -0.03
0.00 -0.04 0.02
0.00 0.01 -0.01
0.00 -0.01 -0.01
0.00 0.00 0.00
0.05 0.06 -0.12
0.03 0.00 -0.02
0.00 0.00 -0.01
0.00 0.00 0.00
0.00 0.00 0.00
0.01 0.00 0.00
0.01 0.00 0.01
0.00 0.00 0.00

## Properties
* relative energy (zero: lowest compared OMol25 entry of this formula, charge and spin): 4.78 kcal per mole
* frontier orbital gap: 6.60 eV
* total charge: 0